{"formula": "C20H19N3OSeSiSn", "method": "ωB97M-V/def2-TZVPD", "elements": ["Sn", "O", "C", "C", "Si", "C", "C", "C", "H", "H", "H", "H", "H", "H", "H", "H", "H", "H", "H", "Se", "N", "C", "C", "C", "C", "C", "C", "N", "H", "H", "H", "H", "N", "C", "C", "C", "C", "C", "C", "C", "C", "C", "H", "H", "H", "H"], "coordinates": [[-0.782743, -0.071841, -0.207525], [0.518881, 1.090291, 3.053019], [-0.030239, 0.742594, 2.148183], [-0.173308, -2.633101, 1.505071], [-1.252797, -3.349614, 0.197470], [-0.123129, -3.802847, -1.161521], [-2.535386, -4.530416, 0.667122], [-2.153137, -1.629711, -0.145407], [0.455529, -3.329682, 2.126633], [-0.889858, -2.122609, 2.202931], [0.563117, -1.927984, 1.116037], [0.448953, -4.544845, -0.717901], [0.529164, -2.935768, -1.413454], [-0.486892, -4.189720, -2.065914], [-2.233161, -5.584547, 0.562985], [-3.404526, -4.421694, 0.000625], [-2.871280, -4.363596, 1.682467], [-2.794605, -1.488382, 0.710111], [-2.699386, -1.508873, -1.088017], [-0.670927, 3.498316, -0.622643], [-1.707651, 2.014420, -0.190903], [-2.934373, 2.432732, 0.073014], [-4.015373, 1.555605, 0.390126], [-5.252305, 2.088823, 0.522969], [-5.542425, 3.441758, 0.242495], [-4.527744, 4.282106, 0.099437], [-3.182416, 3.861743, -0.054613], [-2.136480, 4.599798, -0.393572], [-3.884968, 0.519996, 0.637005], [-6.143246, 1.500794, 0.796729], [-6.521697, 3.832563, 0.252542], [-4.606794, 5.325766, -0.029623], [8.971506, 1.542509, -0.808883], [7.848093, 1.352152, -0.901015], [6.427181, 0.998847, -0.766888], [5.901820, 0.123372, -1.698508], [4.535666, -0.077450, -1.683312], [3.682088, 0.634468, -0.831581], [4.270833, 1.489887, 0.118304], [5.638390, 1.714650, 0.169110], [2.255163, 0.544186, -0.842528], [1.054307, 0.340882, -0.848154], [6.516957, -0.439371, -2.363534], [4.099399, -0.925339, -2.255289], [3.732946, 1.955935, 0.916687], [6.106830, 2.393214, 0.899717]], "forces_ev_per_angstrom": [[-0.474, 1.327, 0.405], [-0.072, 0.042, 0.012], [-0.045, -0.244, -0.189], [0.203, -0.572, 2.172], [0.299, 1.097, -0.853], [-0.187, 2.268, -0.265], [-0.773, -0.796, -0.227], [0.178, -0.540, -0.698], [-0.737, 0.511, -0.547], [0.819, -0.222, -0.213], [0.094, 0.222, -0.180], [1.591, -1.528, 0.735], [-0.168, -0.564, 0.205], [-0.792, -0.510, -1.215], [0.115, 0.381, 0.142], [0.155, 0.038, 0.173], [-0.163, -0.053, 0.288], [-0.402, 0.366, 0.214], [-0.191, -0.119, 0.196], [-1.917, 0.716, 0.389], [1.334, -0.099, -0.244], [-0.563, -1.031, -0.170], [-0.204, 0.371, 0.597], [-1.318, -0.929, -0.250], [0.641, 0.117, 0.540], [1.106, 1.636, -0.742], [1.444, -1.406, -0.100], [0.696, -1.338, 0.031], [0.310, -0.291, -0.129], [0.814, -0.143, -0.103], [-1.034, 0.107, 0.107], [-0.713, 1.113, -0.084], [0.650, 0.277, -0.272], [-1.362, -0.790, 0.985], [1.307, 1.879, -0.345], [-1.069, -0.036, 0.816], [-1.175, -1.505, -0.595], [0.460, 0.713, 0.580], [0.794, 0.308, 0.450], [0.252, -0.937, -0.758], [0.562, -0.923, -0.092], [-0.032, 0.381, 0.040], [0.385, -0.140, -0.303], [0.350, 1.010, 0.014], [-0.809, 0.310, -0.017], [-0.360, -0.472, -0.498]], "spin_multiplicity": 1, "orbital_gap_ev": 6.73, "total_charge": 2, "e_above_lowest_kcal_mol": 24.7}



{"formula": "C20H19N5O2Os", "method": "ωB97M-V/def2-TZVPD", "elements": ["N", "C", "C", "H", "H", "H", "N", "C", "C", "H", "H", "H", "N", "C", "C", "H", "H", "H", "Os", "C", "O", "C", "O", "C", "C", "C", "C", "C", "C", "H", "H", "H", "H", "H", "H", "N", "C", "C", "C", "C", "N", "C", "C", "H", "H", "H", "H"], "coordinates": [[1.375599, 0.000779, 1.710880], [1.860943, -0.059380, 2.773372], [2.601054, -0.085226, 4.014069], [3.075411, 0.891233, 4.189194], [3.387375, -0.852962, 3.970552], [1.946222, -0.311236, 4.868824], [-0.161093, -1.960764, -1.144323], [-0.773634, -2.901936, -1.477018], [-1.266982, -4.136187, -2.036557], [-0.501877, -4.921532, -1.907236], [-1.474231, -4.000920, -3.112284], [-2.197021, -4.466719, -1.543021], [0.175428, 1.814560, -1.224120], [-0.023455, 2.788890, -1.835056], [-0.106239, 4.008559, -2.608140], [-1.127623, 4.178773, -2.979680], [0.570758, 3.951181, -3.473018], [0.186947, 4.870826, -1.991907], [-0.483001, -0.222122, 0.060292], [-2.004759, -0.018946, -0.960899], [-2.994539, 0.199018, -1.544012], [-1.068755, -1.427351, 1.321381], [-1.467896, -2.108750, 2.193027], [3.360293, -1.216742, -0.387432], [3.554077, 0.159920, -0.488321], [3.093378, 0.851582, -1.613711], [2.439130, 0.165381, -2.635547], [2.240710, -1.214708, -2.532535], [2.700888, -1.904650, -1.410406], [3.734271, -1.760904, 0.485366], [4.080023, 0.694554, 0.308374], [3.258047, 1.929669, -1.701664], [2.091434, 0.703545, -3.522831], [1.741700, -1.759194, -3.341083], [2.562007, -2.988648, -1.341469], [-6.319325, 1.607849, 3.576752], [-5.229277, 1.622354, 3.139892], [-3.909640, 1.582439, 2.575590], [-3.619289, 2.174990, 1.341574], [-2.314677, 2.138117, 0.847977], [-1.421930, 1.231596, 1.341768], [-1.565624, 1.006502, 2.680160], [-2.837138, 0.993435, 3.254641], [-4.419972, 2.537998, 0.695460], [-1.988923, 2.732486, -0.013262], [-0.661618, 0.727430, 3.233460], [-3.005279, 0.401213, 4.155423]], "forces_ev_per_angstrom": [[-0.212, -0.577, 0.959], [-0.378, 0.241, -2.059], [0.179, -0.026, 0.579], [-0.166, -0.157, -0.101], [-0.233, 0.127, -0.044], [0.092, 0.039, -0.263], [-0.799, -0.573, -0.041], [1.742, 0.398, -0.426], [-0.465, -0.336, -0.164], [-0.214, 0.244, 0.054], [0.044, 0.028, 0.342], [0.271, 0.115, -0.079], [-0.821, 0.179, -0.481], [0.828, -1.385, 0.813], [-0.194, 0.492, -0.237], [0.218, -0.131, 0.115], [-0.161, -0.062, 0.203], [-0.059, -0.242, -0.050], [2.046, 3.485, 1.285], [-5.744, 0.475, -2.700], [4.092, -0.940, 2.104], [-3.140, -4.160, 4.663], [1.989, 2.875, -3.957], [0.315, -0.739, 0.792], [0.452, 0.843, 0.642], [0.278, 1.084, 0.222], [-0.401, 0.392, -0.966], [-0.331, -0.778, -0.780], [-0.093, -1.121, -0.194], [-0.073, 0.153, -0.323], [-0.123, -0.135, -0.316], [0.027, -0.361, 0.051], [0.164, -0.203, 0.254], [0.263, 0.211, 0.234], [0.149, 0.380, -0.039], [0.190, 0.053, -0.045], [1.784, -0.111, -0.797], [-3.274, -0.439, 1.076], [1.107, 0.715, -2.516], [-2.055, 1.133, -0.850], [1.708, 0.130, -0.626], [-0.783, -0.777, 2.237], [2.414, -1.279, 0.720], [0.254, 0.557, 0.386], [-0.444, -0.377, 0.276], [-0.616, -0.114, -0.150], [0.176, 0.672, 0.196]], "s_squared": 6.029, "spin_multiplicity": 5, "orbital_gap_ev": [5.33, 2.18], "total_charge": 4}



Number 1: calculated total energy -3917.5252 hartree. Number 2: calculated total energy -1286.5416 hartree.